No. 1
{"formula": "C5H12O", "method": "wB97M-V/def2-TZVPD", "homo_lumo_gap_ev": 10.16, "smiles": "C/C=C/CC.O", "energy_ev": -7426.292, "symbols": ["C", "C", "C", "C", "C", "H", "H", "H", "H", "H", "H", "H", "H", "H", "H", "O", "H", "H"], "xyz": [[-0.890, -2.388, 1.132], [-0.888, -1.391, 0.007], [-0.583, -0.101, 0.085], [-0.230, 0.727, -1.117], [1.304, 0.723, -1.318], [-1.461, -3.291, 0.906], [-1.239, -2.018, 2.102], [0.139, -2.679, 1.333], [-0.880, -1.874, -0.964], [-0.509, 0.339, 1.077], [-0.709, 0.318, -2.015], [-0.648, 1.732, -1.143], [1.542, 1.479, -2.077], [1.614, -0.277, -1.591], [1.783, 1.031, -0.382], [0.917, 2.540, 1.437], [0.602, 2.668, 0.540], [0.136, 2.459, 1.989]]}

No. 2
{"formula": "C53H35I4N4RuSe", "method": "wB97M-V/def2-TZVPD", "s2": 0.9404, "spin_multiplicity": 2, "homo_lumo_gap_ev": [5.61, 5.30], "energy_ev": -161821.332, "symbols": ["Ru", "I", "C", "C", "C", "C", "C", "C", "C", "C", "C", "C", "C", "C", "C", "C", "C", "C", "I", "C", "C", "C", "N", "C", "C", "C", "C", "C", "C", "I", "C", "C", "C", "C", "C", "C", "N", "C", "C", "C", "C", "C", "N", "C", "C", "C", "C", "I", "C", "C", "C", "C", "N", "H", "H", "H", "H", "H", "H", "H", "H", "H", "H", "H", "H", "H", "H", "H", "H", "H", "H", "H", "H", "H", "H", "H", "H", "C", "C", "C", "C", "C", "C", "Se", "C", "C", "C", "H", "H", "H", "H", "H", "H", "H", "H", "H", "H", "H"], "xyz": [[0.030, 1.434, 0.477], [6.407, 4.759, -6.100], [5.178, 4.103, -4.506], [5.204, 4.779, -3.300], [4.359, 4.386, -2.276], [3.478, 3.328, -2.463], [3.485, 2.642, -3.677], [4.334, 3.022, -4.699], [2.480, 2.934, -1.445], [1.133, 3.133, -1.820], [0.736, 3.820, -2.989], [-0.625, 3.666, -3.096], [-1.037, 2.907, -1.977], [-2.371, 2.505, -1.736], [-3.316, 2.681, -2.865], [-4.007, 3.866, -3.088], [-4.802, 4.007, -4.213], [-4.906, 2.960, -5.110], [-6.051, 3.207, -6.876], [-4.237, 1.767, -4.897], [-3.447, 1.631, -3.770], [-2.810, 1.896, -0.576], [-2.021, 1.537, 0.484], [-2.836, 0.947, 1.402], [-2.433, 0.369, 2.600], [-3.385, -0.551, 3.243], [-3.944, -1.566, 2.460], [-4.803, -2.500, 3.005], [-5.088, -2.443, 4.359], [-6.364, -3.892, 5.227], [-4.551, -1.449, 5.157], [-3.714, -0.503, 4.596], [-1.102, 0.410, 3.107], [-0.703, -0.084, 4.361], [0.677, -0.096, 4.375], [1.111, 0.388, 3.129], [0.015, 0.745, 2.373], [2.448, 0.307, 2.620], [2.876, 1.006, 1.490], [4.253, 1.186, 1.114], [4.260, 1.970, 0.009], [2.893, 2.260, -0.310], [2.074, 1.680, 0.623], [3.343, -0.721, 3.163], [3.912, -1.610, 2.242], [4.604, -2.728, 2.656], [4.734, -2.981, 4.010], [5.653, -4.777, 4.662], [4.253, -2.080, 4.944], [3.577, -0.953, 4.518], [-4.197, 0.986, 0.932], [-4.179, 1.568, -0.289], [0.040, 2.594, -1.195], [5.871, 5.614, -3.155], [4.362, 4.927, -1.341], [2.809, 1.809, -3.817], [4.327, 2.483, -5.636], [1.383, 4.366, -3.648], [-1.260, 4.029, -3.878], [-3.912, 4.687, -2.392], [-5.326, 4.932, -4.393], [-4.318, 0.954, -5.603], [-2.906, 0.710, -3.591], [-3.688, -1.634, 1.413], [-5.239, -3.269, 2.384], [-4.785, -1.407, 6.211], [-3.330, 0.296, 5.212], [-1.326, -0.427, 5.161], [1.276, -0.429, 5.196], [5.091, 0.793, 1.654], [5.102, 2.322, -0.551], [3.777, -1.433, 1.186], [5.019, -3.402, 1.924], [4.401, -2.260, 5.999], [3.253, -0.234, 5.251], [-5.051, 0.650, 1.486], [-5.006, 1.772, -0.943], [-0.013, -6.895, -0.247], [-0.031, -5.413, -0.453], [0.111, -4.531, 0.606], [0.086, -3.157, 0.421], [0.203, -2.273, 1.615], [-0.065, -2.632, -0.872], [-0.074, -0.721, -1.180], [-0.207, -3.512, -1.960], [-0.360, -3.053, -3.376], [-0.191, -4.878, -1.725], [0.082, -7.142, 0.808], [0.823, -7.336, -0.789], [-0.931, -7.338, -0.632], [0.239, -4.915, 1.609], [0.779, -2.748, 2.406], [-0.791, -2.049, 2.008], [0.683, -1.331, 1.347], [-0.502, -1.978, -3.429], [-1.211, -3.542, -3.844], [0.532, -3.307, -3.944], [-0.299, -5.551, -2.563]]}